Below is 2 unconnected molecules or ions with the total composition C2H3NS at a distorted geometry, with properties calculated with wB97M-V/def2-TZVPD.

Properties
- maximum force (eV/A) = 3.07
- total energy (eV) = -14443.65511
- frontier orbital gap (Eh) = 0.3252
- LUMO energy (Ha) = -0.0075
- highest occupied orbital energy (eV) = -9.05

XYZ file:
```
7
Properties=species:S:1:pos:R:3:mulliken_charge:R:1
S -1.9141 -0.8083 0.1145 -0.06
N 2.1699 -1.0081 -0.1964 -0.35
C -1.2624 0.5954 -0.3146 -0.22
C 2.0912 0.1038 0.0804 0.07
H -2.7755 -0.3015 1.1893 0.16
H -0.3152 0.2243 -0.9497 0.09
H 2.0061 1.1944 0.0764 0.30
```

Below is 2 unconnected molecules or ions with the total composition C2H3NS2 at a distorted geometry, with properties calculated with wB97M-V/def2-TZVPD.

Properties
- maximum force (eV/A) = 2.35
- total energy (eV) = -25281.46161
- frontier orbital gap (Eh) = 0.3071
- LUMO energy (Ha) = -0.0170
- SMILES = N=C=S.C=S
- highest occupied orbital energy (eV) = -8.82

XYZ file:
```
8
Properties=species:S:1:pos:R:3:mulliken_charge:R:1
S -0.1331 -2.2258 -0.5419 -0.16
S 3.6157 -0.8110 0.3742 -0.33
N 2.5128 1.4681 -0.6128 -0.38
C 3.0236 0.4218 -0.3139 0.42
C -0.8703 -1.1756 0.4840 -0.34
H 2.3185 1.9798 -1.4489 0.29
H -0.4379 -0.9567 1.4945 0.24
H -1.8543 -0.7816 0.1228 0.25
```

Below is a molecular structure, C2H3NS2 at a distorted geometry, with properties calculated with wB97M-V/def2-TZVPD.

Properties
- maximum force (eV/A) = 5.05
- total energy (eV) = -25279.50036
- frontier orbital gap (Eh) = 0.2606
- LUMO energy (Ha) = -0.0658
- highest occupied orbital energy (eV) = -8.88

XYZ file:
```
8
Properties=species:S:1:pos:R:3:mulliken_charge:R:1
S 2.4608 0.8477 1.0170 -0.18
S -0.9979 -0.3919 -1.3925 -0.14
N -1.0929 -0.6066 0.2803 -0.31
C 0.1286 -0.3593 0.7308 -0.10
C 0.9571 0.7131 0.1419 -0.18
H -2.2847 -0.9486 -1.5653 0.18
H 0.1701 -0.6459 1.7100 0.45
H 0.6590 1.3914 -0.9221 0.28
```

Below is C2H3NS2 in the gas phase at a distorted geometry, with properties calculated with wB97M-V/def2-TZVPD.

Properties
- maximum force (eV/A) = 4.18
- total energy (eV) = -25280.25685
- frontier orbital gap (Eh) = 0.2732
- LUMO energy (Ha) = -0.0593
- SMILES = S=C/C=N\S
- highest occupied orbital energy (eV) = -9.05

XYZ file:
```
8
Properties=species:S:1:pos:R:3:mulliken_charge:R:1
S -1.8815 0.3542 0.6065 -0.11
S 2.8248 0.7050 -0.1539 -0.16
N -1.0563 -0.3123 -0.6414 -0.32
C 1.3046 0.2591 0.3730 -0.16
C 0.2547 -0.2925 -0.5425 0.12
H 0.7281 0.2668 1.5284 0.20
H -2.9938 -0.2955 0.3372 0.16
H 0.8193 -0.6848 -1.5073 0.27
```

Below is C2H3NS3 in the gas phase at a distorted geometry, with properties calculated with wB97M-V/def2-TZVPD.

Properties
- maximum force (eV/A) = 6.37
- total energy (eV) = -36116.46589
- frontier orbital gap (Eh) = 0.2418
- LUMO energy (Ha) = -0.0726
- SMILES = NC(=S)C(=S)S
- highest occupied orbital energy (eV) = -8.55

XYZ file:
```
9
Properties=species:S:1:pos:R:3:mulliken_charge:R:1
S -1.5422 -0.8848 1.6152 -0.18
S -1.2869 -1.3012 -1.2584 -0.32
S 1.0484 0.7579 1.5384 -0.41
N 0.8232 0.4380 -1.1183 -0.35
C -0.6472 -0.6527 0.1951 0.27
C 0.4759 0.1574 0.1649 0.40
H -0.9767 0.4132 2.2455 0.18
H 1.7832 0.9095 -1.4791 0.28
H 0.3223 0.1626 -1.9033 0.12
```

Below is 2 unconnected molecules or ions with the total composition C2H3O2 at a distorted geometry, with properties calculated with wB97M-V/def2-TZVPD.

Properties
- maximum force (eV/A) = 3.93
- total energy (eV) = -6206.93638
- charge = +1
- frontier orbital gap (Eh) = 0.3215
- LUMO energy (Ha) = -0.2373
- highest occupied orbital energy (eV) = -15.21

XYZ file:
```
7
Properties=species:S:1:pos:R:3:mulliken_charge:R:1
O 0.7715 0.9969 3.1365 0.02
O 0.3092 -0.4356 0.3613 -0.44
C 0.5533 -0.3119 -0.8064 -0.03
C 0.5584 -0.0322 2.7367 0.56
H 0.3190 -1.0904 2.4343 0.41
H -0.4039 -0.3224 -1.5097 0.22
H 1.5052 0.0471 -1.3121 0.26
```

Below is 2 unconnected molecules or ions with the total composition C2H3O2 at a distorted geometry, with properties calculated with wB97M-V/def2-TZVPD.

Properties
- maximum force (eV/A) = 7.00
- spin multiplicity = 3
- total energy (eV) = -6203.04532
- charge = +1
- frontier orbital gap (alpha / beta) (Eh) = 0.1525 / 0.4323
- LUMO energy (alpha / beta) (Ha) = -0.2545 / -0.2901
- highest occupied orbital energy (alpha / beta) (eV) = -11.08 / -19.66

XYZ file:
```
7
Properties=species:S:1:pos:R:3:mulliken_charge:R:1
O 3.0712 1.0228 1.1688 0.05
O -0.4802 -0.4086 -0.5207 -0.18
C -1.6539 -0.3791 -0.5968 -0.27
C 2.1777 0.5625 0.7631 0.35
H 1.2659 -0.1135 0.6872 0.39
H -2.2062 0.3706 -0.1452 0.35
H -2.1744 -1.0546 -1.3564 0.31
```

Below is C2H3O2P in the gas phase at a distorted geometry, with properties calculated with wB97M-V/def2-TZVPD.

Properties
- maximum force (eV/A) = 4.14
- total energy (eV) = -15503.34937
- frontier orbital gap (Eh) = 0.3287
- LUMO energy (Ha) = -0.0012
- SMILES = C#COPO
- highest occupied orbital energy (eV) = -8.98

XYZ file:
```
8
Properties=species:S:1:pos:R:3:mulliken_charge:R:1
P -0.3696 0.7750 -1.1426 0.28
O 0.8106 0.7608 -2.2759 -0.40
O 0.4223 -0.6643 0.0219 -0.51
C -0.6498 -0.8704 2.2356 -0.07
C -0.2142 -0.6974 1.1520 -0.17
H 0.3998 0.1326 -2.8961 0.35
H -0.7872 -1.2062 3.2202 0.42
H 0.3880 1.7699 -0.3152 0.09
```

Below is C2H3O2P in the gas phase at a distorted geometry, with properties calculated with wB97M-V/def2-TZVPD.

Properties
- maximum force (eV/A) = 2.30
- total energy (eV) = -15504.04589
- frontier orbital gap (Eh) = 0.3422
- LUMO energy (Ha) = -0.0067
- SMILES = O=CPC=O
- highest occupied orbital energy (eV) = -9.49

XYZ file:
```
8
Properties=species:S:1:pos:R:3:mulliken_charge:R:1
P 0.0207 0.9844 -0.3325 -0.04
O 2.1187 0.2527 1.3553 -0.41
O -2.3509 -0.2785 0.3737 -0.38
C -1.4483 0.3602 0.7814 0.01
C 1.5250 -0.0803 0.3551 0.05
H 0.0526 2.1486 0.5773 0.07
H 1.8407 -0.8657 -0.3529 0.35
H -1.3665 0.8704 1.7396 0.33
```

Below is a molecular structure, C2H3O2P at a distorted geometry, with properties calculated with wB97M-V/def2-TZVPD.

Properties
- maximum force (eV/A) = 5.14
- total energy (eV) = -15504.72092
- frontier orbital gap (Eh) = 0.3834
- LUMO energy (Ha) = 0.0088
- highest occupied orbital energy (eV) = -10.19

XYZ file:
```
8
Properties=species:S:1:pos:R:3:mulliken_charge:R:1
P 0.7021 2.0721 -0.8263 0.35
O 0.8534 0.5340 -0.4724 -0.24
O 1.9794 2.4004 -1.5371 -0.47
C -0.5399 -0.1846 0.3938 0.02
C -0.5413 -1.4663 0.5745 -0.57
H 0.1572 -2.0340 0.0790 0.30
H -1.3224 -1.8583 1.0632 0.30
H -1.2885 0.5367 0.7253 0.31
```

Below is a molecular structure, C2H3O2P at a distorted geometry, with properties calculated with wB97M-V/def2-TZVPD.

Properties
- maximum force (eV/A) = 2.20
- total energy (eV) = -15505.50610
- frontier orbital gap (Eh) = 0.3576
- LUMO energy (Ha) = -0.0111
- highest occupied orbital energy (eV) = -10.03

XYZ file:
```
8
Properties=species:S:1:pos:R:3:mulliken_charge:R:1
P 1.5922 -0.3977 -0.3620 0.50
O 2.7895 -0.3962 0.4753 -0.45
O 0.7661 0.9771 0.2764 -0.29
C -0.5119 0.7515 -0.0668 0.11
C -1.0708 -0.4720 0.0162 -0.72
H -0.7807 -1.2846 0.7813 0.25
H -2.0186 -0.7870 -0.4693 0.23
H -0.7658 1.6088 -0.6511 0.37
```

Below is a molecular structure, C2H3O2PSc at a distorted geometry, with properties calculated with wB97M-V/def2-TZVPD.

Properties
- maximum force (eV/A) = 3.76
- total energy (eV) = -36163.84120
- charge = +3
- frontier orbital gap (alpha / beta) (Eh) = 0.2612 / 0.2340
- LUMO energy (alpha / beta) (Ha) = -0.6143 / -0.6192
- highest occupied orbital energy (alpha / beta) (eV) = -23.82 / -23.22

XYZ file:
```
9
Properties=species:S:1:pos:R:3:mulliken_charge:R:1
Sc -0.2057 -0.1781 -0.4795 1.62
P -2.2359 -1.5543 0.6352 0.23
O 1.1936 1.2302 -0.9748 -0.52
O -1.2169 -2.2613 2.5891 0.01
C -1.7899 -1.2635 2.2906 0.43
C 2.0964 1.4789 -1.7562 0.13
H -2.8380 -0.3942 2.0225 0.44
H 1.8714 1.7926 -2.7885 0.34
H 3.1251 1.1497 -1.5385 0.33
```

Below is a molecular structure, C2H3O2PYb at a distorted geometry, with properties calculated with wB97M-V/def2-TZVPD.

Properties
- maximum force (eV/A) = 1.82
- total energy (eV) = -47015.15854
- charge = +2
- frontier orbital gap (Eh) = 0.2816
- LUMO energy (Ha) = -0.3425
- highest occupied orbital energy (eV) = -16.98

XYZ file:
```
9
Properties=species:S:1:pos:R:3:mulliken_charge:R:1
Yb -0.5791 -0.1110 0.0778 1.37
P -1.1048 -0.0930 -2.8319 0.01
O -0.0207 0.1810 2.2930 -0.41
O 0.0593 1.4455 -3.4741 -0.21
C -0.0405 -0.3233 3.4031 0.10
C 0.4766 0.2833 -3.4507 0.26
H 0.1071 0.3130 4.2898 0.28
H -0.2394 -1.3989 3.5414 0.24
H 1.3416 -0.2965 -3.8485 0.35
```

Below is a molecular structure, C2H3O2Pd at a distorted geometry, with properties calculated with wB97M-V/def2-TZVPD.

Properties
- maximum force (eV/A) = 17.17
- spin multiplicity = 4
- total energy (eV) = -9687.88209
- frontier orbital gap (alpha / beta) (Eh) = 0.2146 / 0.3048
- LUMO energy (alpha / beta) (Ha) = -0.0156 / -0.0717
- highest occupied orbital energy (alpha / beta) (eV) = -6.26 / -10.25

XYZ file:
```
8
Properties=species:S:1:pos:R:3:mulliken_charge:R:1
Pd 1.6538 0.5100 -1.0185 0.04
O 1.2653 -0.0576 0.5421 -0.50
O -1.0030 0.4056 0.2736 -0.44
C -1.7943 -0.7274 -0.1352 -0.59
C 0.2328 0.5295 -0.1451 0.70
H -1.1457 -1.5817 -0.3625 0.31
H -2.4462 -0.9605 0.7119 0.22
H -2.3979 -0.4672 -1.0124 0.26
```

Below is a gas-phase ion, C2H3O2S2 (charge -1) at a distorted geometry, with properties calculated with wB97M-V/def2-TZVPD.

Properties
- maximum force (eV/A) = 2.02
- total energy (eV) = -27888.52367
- charge = -1
- frontier orbital gap (Eh) = 0.2860
- LUMO energy (Ha) = 0.1403
- SMILES = C=CS(=O)(=O)[S-]
- highest occupied orbital energy (eV) = -3.97

XYZ file:
```
9
Properties=species:S:1:pos:R:3:mulliken_charge:R:1
S 1.9149 0.6996 1.1203 -0.51
S -0.0648 0.7598 0.9861 0.77
O -0.5910 1.9313 0.3336 -0.60
O -0.7182 0.5090 2.2887 -0.66
C 0.1069 -0.6187 -1.3083 -0.52
C -0.4799 -0.6696 -0.1138 -0.22
H -1.1283 -1.4285 0.3034 0.36
H 0.7494 0.2265 -1.4891 0.18
H 0.2110 -1.4093 -2.1209 0.22
```

Below is a gas-phase ion, C2H3O2S2 (charge -1) at a distorted geometry, with properties calculated with wB97M-V/def2-TZVPD.

Properties
- maximum force (eV/A) = 3.88
- total energy (eV) = -27887.65653
- charge = -1
- frontier orbital gap (Eh) = 0.2471
- LUMO energy (Ha) = 0.1287
- highest occupied orbital energy (eV) = -3.22

XYZ file:
```
9
Properties=species:S:1:pos:R:3:mulliken_charge:R:1
S 1.9473 -0.0556 -0.3518 0.52
S -1.2406 -1.4658 -0.7534 -0.30
O 2.3397 0.4265 0.9833 -0.59
O 1.7102 1.0167 -1.3230 -0.56
C -1.2592 0.2519 -0.0497 -0.48
C -0.1410 -0.5487 0.3354 -0.30
H -1.0109 1.0071 -0.7858 0.21
H -0.2362 -1.1840 1.3383 0.26
H -2.1093 0.5519 0.6066 0.23
```

Below is a gas-phase ion, C2H3O2S2 (charge -1) at a distorted geometry, with properties calculated with wB97M-V/def2-TZVPD.

Properties
- maximum force (eV/A) = 3.52
- total energy (eV) = -27889.19698
- charge = -1
- frontier orbital gap (Eh) = 0.2424
- LUMO energy (Ha) = 0.1264
- SMILES = O=C(O)[C@@H]([S-])S
- highest occupied orbital energy (eV) = -3.16

XYZ file:
```
9
Properties=species:S:1:pos:R:3:mulliken_charge:R:1
S 1.2710 0.1595 1.9047 -0.53
S -0.9310 -1.7697 0.5839 -0.29
O -0.6013 1.3913 -0.0183 -0.41
O 0.6307 0.6831 -1.6138 -0.70
C 0.1676 0.4246 -0.4923 0.30
C 0.6431 -0.6384 0.4054 -0.06
H -1.8521 -0.9107 0.2168 0.09
H -0.6162 1.9387 -0.8453 0.31
H 1.2884 -1.2784 -0.1411 0.27
```

Below is 2 unconnected molecules or ions with the total composition C2H3O2S2 at a distorted geometry, with properties calculated with wB97M-V/def2-TZVPD.

Properties
- maximum force (eV/A) = 2.87
- spin multiplicity = 3
- total energy (eV) = -27884.14570
- charge = -1
- frontier orbital gap (alpha / beta) (Eh) = 0.1701 / 0.2670
- LUMO energy (alpha / beta) (Ha) = 0.1382 / 0.0806
- highest occupied orbital energy (alpha / beta) (eV) = -0.87 / -5.07

XYZ file:
```
9
Properties=species:S:1:pos:R:3:mulliken_charge:R:1
S 0.7605 3.9155 -1.2802 -0.51
S -0.0511 2.0451 -0.3492 0.49
O 0.9390 0.9624 -0.6367 -0.55
O -1.3880 1.8084 -0.9692 -0.53
C -0.9944 -2.4138 0.7515 -0.32
C -0.4397 -1.3945 0.4014 -0.18
H -1.0154 -3.4046 1.1170 0.32
H -0.3071 -0.3922 0.1021 0.19
H 1.7353 3.6333 -0.3895 0.10
```